Below is 16 unconnected molecules or ions with the total composition C48H112N16O16 at a distorted geometry, with properties calculated with ωB97M-V/def2-TZVPD.

The geometry in XYZ format:
```
192
Properties=species:S:1:pos:R:3:forces:R:3:lowdin_charge:R:1
C 24.418 5.546 16.032 0.049 0.208 -0.703 -0.298
O 24.685 5.644 17.221 -0.098 0.353 -0.696 0.000
N 24.894 6.344 15.013 -0.378 0.165 -0.195 -0.177
C 24.897 5.914 13.612 -0.527 -0.799 0.337 -0.067
C 25.729 7.491 15.271 0.241 -0.329 1.112 -0.060
H 23.706 4.814 15.622 0.064 -0.226 0.222 0.125
H 24.116 5.173 13.439 -0.219 0.011 0.163 0.072
H 25.818 5.401 13.335 0.354 0.166 0.129 0.085
H 24.728 6.713 12.891 0.001 0.291 0.356 0.087
H 25.585 7.841 16.294 -0.212 -0.143 0.069 0.070
H 26.765 7.155 15.247 0.316 0.530 -0.441 0.097
H 25.486 8.329 14.617 0.244 -0.238 -0.295 0.087
C 18.239 1.961 23.940 -0.892 -0.710 2.591 -0.329
O 18.263 1.197 24.908 0.386 0.530 -1.134 -0.012
N 17.230 2.860 23.785 -0.327 0.768 -0.291 -0.175
C 17.332 3.787 22.678 0.530 0.786 -0.180 -0.077
C 16.208 3.172 24.811 -0.414 -0.731 -0.947 -0.020
H 19.065 1.985 23.212 -0.361 0.098 -0.291 0.134
H 16.423 4.342 22.445 -0.521 -0.821 -0.058 0.070
H 17.735 3.252 21.818 -0.234 0.196 -0.209 0.083
H 17.984 4.637 22.882 0.605 -0.061 0.252 0.062
H 15.881 2.276 25.338 0.799 0.116 0.443 0.090
H 16.444 4.037 25.431 0.371 -0.280 0.266 0.086
H 15.280 3.433 24.302 0.106 0.288 -0.429 0.076
C 16.751 7.761 25.570 -2.130 -1.583 0.106 -0.304
O 16.032 7.259 26.435 0.938 0.593 -0.369 -0.016
N 16.386 7.743 24.251 0.982 0.869 0.754 -0.181
C 17.182 8.382 23.265 1.885 -0.600 -1.750 -0.095
C 15.131 7.342 23.699 -1.690 -0.426 0.255 -0.061
H 17.748 8.162 25.808 -0.097 0.222 -0.388 0.131
H 17.695 7.593 22.716 -0.045 -0.284 -0.519 0.069
H 18.067 8.953 23.547 -0.520 0.406 0.871 0.077
H 16.625 8.929 22.505 -0.280 0.304 0.435 0.094
H 14.512 6.708 24.334 0.314 0.322 0.489 0.095
H 14.557 8.229 23.432 -0.221 0.129 0.159 0.098
H 15.155 6.774 22.769 0.887 -0.060 -0.137 0.073
C 16.591 5.980 9.673 -1.218 -1.260 -1.723 -0.329
O 15.543 6.257 9.067 0.896 0.870 1.646 -0.026
N 17.305 4.927 9.265 0.873 -1.982 -0.967 -0.184
C 18.511 4.550 9.966 0.910 0.671 0.262 -0.069
C 16.814 3.942 8.279 -1.389 0.323 0.471 -0.036
H 17.120 6.345 10.566 -0.853 1.176 0.086 0.118
H 19.373 4.962 9.441 0.228 -0.196 0.062 0.085
H 18.703 3.487 10.112 -0.527 -0.136 -0.350 0.089
H 18.518 4.985 10.965 -0.073 0.105 -0.012 0.058
H 17.534 3.460 7.617 0.455 0.289 0.533 0.088
H 16.257 3.213 8.867 0.357 -0.668 0.002 0.085
H 16.007 4.303 7.641 0.356 0.787 0.051 0.078
C 19.333 6.627 13.024 -0.610 0.989 0.126 -0.301
O 18.139 6.804 12.762 0.852 -0.252 0.060 -0.041
N 20.273 7.610 13.027 -2.353 0.524 -0.805 -0.171
C 21.634 7.345 13.285 1.041 -0.258 0.646 -0.087
C 19.993 9.004 12.525 -0.153 -1.568 0.434 0.002
H 19.724 5.649 13.348 0.113 0.059 -0.043 0.131
H 22.191 7.059 12.393 0.172 0.384 -0.241 0.090
H 21.782 6.529 13.993 -0.284 -0.044 0.168 0.074
H 21.989 8.262 13.755 0.730 -0.211 -0.147 0.068
H 20.735 9.157 11.741 -0.114 0.533 0.072 0.091
H 18.979 9.118 12.142 0.133 -0.463 -0.109 0.085
H 20.062 9.700 13.361 0.434 0.097 -0.094 0.074
C 13.307 5.836 20.280 -1.585 2.643 4.462 -0.339
O 12.671 5.903 21.382 1.355 -0.438 -2.896 -0.058
N 13.982 4.824 19.839 0.327 -0.772 -0.421 -0.198
C 14.605 4.869 18.537 1.196 -0.818 0.182 -0.047
C 14.062 3.556 20.544 -0.165 -0.378 -1.204 -0.017
H 13.564 6.759 19.738 -0.691 0.022 -0.362 0.135
H 15.595 4.475 18.765 0.321 -0.288 -0.735 0.080
H 14.792 5.826 18.050 -0.603 0.222 0.509 0.073
H 14.099 4.223 17.820 -0.002 -0.044 -0.015 0.081
H 13.640 2.868 19.811 -0.217 -0.665 0.423 0.090
H 15.108 3.264 20.638 0.073 0.123 0.296 0.074
H 13.524 3.513 21.491 0.072 0.394 -0.275 0.096
C 16.789 1.174 14.582 0.478 0.589 2.030 -0.269
O 17.665 1.349 15.458 -1.766 -0.472 -1.860 -0.037
N 15.443 1.318 14.771 2.003 -0.534 -0.093 -0.202
C 14.853 1.601 16.056 0.971 0.525 0.127 -0.036
C 14.565 1.076 13.672 -0.844 0.261 -0.217 -0.065
H 16.990 0.898 13.536 0.392 0.002 0.131 0.135
H 14.335 0.723 16.442 -0.652 0.309 -0.176 0.100
H 14.321 2.542 15.918 -0.763 -0.303 0.490 0.082
H 15.634 1.808 16.787 0.226 0.005 -0.229 0.082
H 14.219 1.998 13.203 0.069 0.285 -0.054 0.073
H 15.042 0.481 12.893 -0.145 -0.185 0.190 0.091
H 13.664 0.616 14.077 0.017 -0.455 -0.338 0.094
C 22.864 8.678 17.566 0.774 1.633 -1.398 -0.350
O 21.898 7.972 17.572 -0.862 -1.389 0.607 0.022
N 22.943 9.807 16.810 -1.337 -0.735 -0.024 -0.188
C 24.078 10.649 16.932 0.679 0.706 -0.773 -0.084
C 21.942 10.142 15.778 0.672 0.731 0.606 -0.032
H 23.854 8.556 18.031 -0.295 -0.691 0.766 0.133
H 24.769 10.474 16.107 0.255 0.065 -0.195 0.078
H 24.641 10.496 17.852 -0.299 0.004 0.074 0.094
H 23.756 11.686 16.842 0.130 0.129 0.308 0.093
H 21.500 11.114 15.999 -0.125 0.095 0.237 0.088
H 22.493 10.312 14.853 -0.149 -0.363 -0.304 0.084
H 21.120 9.432 15.680 0.509 -0.268 0.164 0.081
C 15.048 5.910 14.344 -0.864 0.479 1.127 -0.315
O 15.048 5.879 15.583 0.476 -0.044 -0.876 -0.042
N 14.024 5.462 13.616 -1.619 -1.046 -1.957 -0.164
C 12.795 4.895 14.133 -0.450 0.697 1.268 -0.062
C 14.096 5.315 12.127 1.553 0.705 1.092 -0.019
H 15.799 6.421 13.722 0.341 -0.284 0.209 0.128
H 12.595 5.261 15.140 0.421 -0.176 0.206 0.085
H 12.734 3.807 14.148 0.307 -0.117 -0.140 0.074
H 11.929 5.274 13.590 0.214 -0.056 -0.464 0.089
H 14.819 4.521 11.943 -0.235 -0.202 -0.486 0.081
H 13.134 5.118 11.653 0.135 0.072 0.380 0.093
H 14.532 6.238 11.744 -0.185 -0.073 -0.361 0.082
C 22.202 3.427 11.415 0.912 2.687 -2.041 -0.297
O 21.805 4.291 10.607 -0.168 -1.411 1.197 -0.043
N 23.528 3.119 11.487 -1.618 -1.505 3.033 -0.192
C 23.870 2.090 12.547 -0.286 0.654 -1.194 -0.017
C 24.548 3.604 10.624 -0.174 -0.022 -1.254 -0.065
H 21.531 2.955 12.149 0.291 -0.162 -0.121 0.136
H 24.847 2.309 12.976 0.018 -0.284 -0.229 0.089
H 23.778 1.115 12.067 0.647 -0.187 0.233 0.090
H 23.153 2.079 13.368 -0.032 0.373 -0.142 0.052
H 25.010 2.736 10.152 0.602 0.056 0.201 0.094
H 24.119 4.149 9.783 -0.325 0.111 0.240 0.088
H 25.264 4.276 11.095 0.132 -0.265 0.247 0.078
C 23.234 3.005 19.716 -1.495 0.443 0.416 -0.290
O 22.996 1.820 19.937 0.321 1.096 -0.124 -0.009
N 22.543 4.054 20.298 1.032 1.307 -0.849 -0.185
C 22.874 5.490 20.112 0.903 -1.194 -0.005 -0.049
C 21.514 3.926 21.279 0.071 -1.188 -0.195 -0.067
H 23.926 3.386 18.949 0.228 -0.217 0.130 0.132
H 23.709 5.576 19.418 -0.254 0.220 -0.201 0.066
H 23.189 5.902 21.071 0.164 -0.014 0.218 0.079
H 22.007 6.083 19.821 0.011 -0.268 -0.486 0.046
H 21.953 3.857 22.275 -0.219 0.038 0.253 0.098
H 20.883 4.811 21.200 -0.306 -0.299 0.220 0.072
H 21.017 2.990 21.025 -0.517 0.068 0.478 0.085
C 22.833 0.113 16.641 2.725 0.077 -0.547 -0.348
O 23.699 0.123 15.744 -1.226 -0.163 1.103 -0.027
N 21.558 0.343 16.472 -0.932 -0.159 -0.594 -0.185
C 20.763 0.623 17.613 -1.058 0.505 1.653 -0.074
C 21.046 0.685 15.156 0.296 -0.398 0.401 -0.016
H 23.030 -0.017 17.716 0.645 -0.233 -0.120 0.131
H 19.738 0.259 17.539 -0.056 0.244 -0.485 0.090
H 20.787 1.681 17.873 -0.451 0.405 -0.418 0.085
H 21.089 0.216 18.570 0.740 -0.607 -0.388 0.085
H 21.341 -0.099 14.459 -0.326 -0.171 -0.012 0.092
H 19.969 0.766 15.308 0.082 0.297 -0.735 0.064
H 21.554 1.577 14.789 -0.457 0.398 0.119 0.068
C 14.522 11.042 15.474 -1.167 -1.214 -1.961 -0.326
O 14.198 10.690 14.320 0.831 0.825 2.244 -0.023
N 15.208 10.312 16.363 0.731 0.097 0.682 -0.192
C 15.478 10.826 17.695 -0.410 -1.336 0.935 -0.067
C 15.800 8.992 16.149 0.393 0.654 -0.387 -0.030
H 14.167 11.954 15.979 0.032 0.330 -0.517 0.129
H 16.511 10.715 18.024 0.376 0.263 -0.600 0.083
H 14.979 10.078 18.310 -0.272 0.332 0.749 0.083
H 15.132 11.818 17.983 -0.192 -0.066 -0.669 0.091
H 15.546 8.197 16.849 -1.016 0.253 0.070 0.071
H 15.588 8.685 15.125 0.305 -0.031 0.187 0.084
H 16.856 9.120 16.387 0.421 -0.092 -0.723 0.084
C 20.336 6.752 24.607 1.748 -0.462 1.716 -0.364
O 19.782 6.339 23.648 -1.922 -0.715 -3.062 0.019
N 20.352 6.089 25.784 1.012 3.142 0.238 -0.192
C 21.150 6.616 26.896 -0.172 -1.390 0.249 -0.040
C 19.683 4.875 26.011 -0.539 -1.704 -0.143 -0.053
H 21.040 7.594 24.518 -0.194 0.336 0.591 0.120
H 21.785 7.493 26.773 -0.482 0.093 -0.807 0.087
H 21.830 5.786 27.090 0.211 0.114 0.751 0.087
H 20.486 6.781 27.745 0.184 -0.015 0.186 0.090
H 19.133 4.547 25.129 -0.030 0.339 -0.009 0.074
H 20.409 4.083 26.197 0.165 -0.143 0.156 0.101
H 19.000 4.877 26.861 -0.049 0.342 0.054 0.104
C 20.285 10.476 22.398 0.689 -2.148 -2.520 -0.303
O 19.317 10.928 21.836 -0.345 0.653 0.781 0.026
N 20.888 9.300 21.926 -0.508 0.837 2.119 -0.203
C 22.166 8.998 22.440 1.401 -0.634 -0.235 -0.106
C 20.537 8.591 20.750 -1.667 0.229 -1.103 -0.056
H 20.910 10.903 23.197 -0.542 0.250 0.258 0.136
H 22.377 7.933 22.350 -0.239 -0.186 0.280 0.075
H 22.302 9.284 23.483 0.067 0.236 -0.146 0.084
H 22.903 9.449 21.774 0.610 0.323 0.316 0.093
H 20.956 9.059 19.860 0.025 0.014 -0.191 0.087
H 20.773 7.527 20.705 0.510 0.154 0.725 0.065
H 19.450 8.596 20.665 -0.085 0.298 -0.233 0.092
C 20.584 5.114 16.580 1.542 -1.763 -1.286 -0.327
O 21.059 4.603 15.530 -0.621 1.281 1.528 -0.070
N 19.310 5.078 16.913 -2.134 -0.741 0.093 -0.130
C 18.247 4.424 16.039 0.803 0.806 0.525 0.003
C 18.802 5.588 18.208 0.717 -0.165 -0.219 -0.031
H 21.212 5.500 17.398 0.170 0.311 -0.373 0.116
H 18.580 3.853 15.172 0.881 0.408 0.230 0.073
H 17.640 5.255 15.678 -0.531 -0.359 0.171 0.072
H 17.726 3.664 16.621 -0.300 0.457 0.236 0.071
H 18.189 6.479 18.074 -0.341 -0.256 -0.065 0.088
H 18.317 4.800 18.784 -0.578 -0.059 -0.432 0.078
H 19.585 5.876 18.909 0.595 0.149 -0.522 0.064
```
Positions in Å, forces in eV/Å.

As for the LUMO energy: 0.1 eV. For the energy above the lowest of the compared OMol25 structures with the same formula, charge and spin, the calculation gives 12.072 eV. Its energy is -3975.9353 hartree. The HOMO energy is -8.9 eV. The value obtained for the frontier orbital gap is 8.987 eV. For the molecular weight, the calculation gives 1169.5 g/mol.